{
  "formula": "C21H29FeN4O4S",
  "method": "wB97M-V/def2-TZVPD",
  "homo_energy_ev": [-13.922, -13.920],
  "total_charge": 2,
  "lumo_energy_ev": [-4.8, -7.5],
  "multiplicity": 6,
  "s2": 8.7627,
  "elements": ["Fe", "S", "O", "O", "O", "O", "N", "N", "N", "N", "C", "C", "C", "C", "C", "C", "C", "C", "C", "C", "C", "C", "C", "C", "C", "C", "C", "C", "C", "C", "C", "H", "H", "H", "H", "H", "H", "H", "H", "H", "H", "H", "H", "H", "H", "H", "H", "H", "H", "H", "H", "H", "H", "H", "H", "H", "H", "H", "H", "H"],
  "xyz": [[0.148926, 0.611373, -0.030583], [-0.800926, 0.396694, -2.129190], [2.438213, -1.534689, 1.630950], [0.103617, 0.539233, 1.984165], [-0.822104, -1.262003, 1.123365], [1.563238, -0.607052, -0.188464], [-0.128363, -1.434909, -3.955463], [-0.337223, -2.199851, -1.812391], [1.646145, 2.129659, 0.054092], [0.366376, -2.809937, 3.044405], [-1.707578, 2.612568, 0.018573], [-0.015929, -1.393296, 3.382729], [-0.779866, -2.783758, 5.149247], [-0.289020, -0.666178, 2.084104], [0.797916, 0.634484, -4.909596], [3.431520, 0.493051, 0.767158], [0.907190, 1.504188, -5.983164], [2.728173, 1.823947, 1.040763], [-1.194949, 3.569230, 0.902152], [0.235837, 1.240194, -7.169147], [-1.187902, -1.549868, 4.345531], [-0.245268, -3.730449, 4.083978], [-0.007747, -0.486954, -5.032570], [-0.544772, 0.098829, -7.287473], [-0.671025, -0.771258, -6.216153], [-2.345891, 2.499594, 2.718966], [-1.504011, 3.503657, 2.251418], [-2.552929, 1.607965, 0.495328], [-0.346079, -1.192873, -2.671510], [2.455968, -0.661971, 0.786045], [-2.869722, 1.559200, 1.848006], [-0.023417, -3.118328, -2.086048], [2.053304, 2.239609, -0.873252], [-3.004843, 0.904606, -0.191293], [-1.317628, -0.660854, 4.958026], [-0.521938, -2.023957, -0.835060], [-1.045727, -4.277542, 3.591202], [-3.553995, 0.802137, 2.209065], [0.331210, 1.918423, -8.005712], [0.839073, -0.928821, 3.867358], [-1.605818, -3.228264, 5.699013], [1.352397, 0.813571, -4.000101], [1.534494, 2.381061, -5.899421], [-2.611825, 2.473266, 3.767660], [1.384282, -2.866198, 2.964789], [0.002590, -2.530133, 5.865658], [0.007045, -3.007833, 2.107614], [0.509673, -4.431640, 4.427401], [-1.060265, -0.115392, -8.213060], [3.467323, 2.624865, 1.022496], [4.193892, 0.342927, 1.527920], [3.919990, 0.516569, -0.209504], [-1.288491, -1.657019, -6.297919], [-2.111957, -1.730246, 3.791464], [-1.560189, 2.736034, -1.050470], [-0.133304, -2.405178, -4.243120], [2.264368, 1.812389, 2.026807], [1.236808, 3.029385, 0.295285], [-1.125679, 4.252426, 2.933430], [-0.603187, 4.395318, 0.524500]],
  "atomic_forces_ev_per_a": [[0.0, 0.1, 0.1], [0.0, 0.1, -0.1], [0.0, 0.0, 0.0], [-0.1, -0.1, 0.0], [0.1, 0.1, 0.1], [0.0, 0.0, -0.1], [0.0, 0.1, 0.1], [0.0, -0.1, 0.0], [0.0, 0.0, 0.0], [0.1, -0.1, 0.0], [0.0, 0.1, 0.0], [0.0, 0.1, -0.1], [0.0, 0.0, 0.0], [0.0, 0.1, -0.1], [0.0, -0.1, -0.1], [0.0, 0.0, 0.0], [0.0, 0.0, 0.0], [0.0, 0.0, 0.0], [0.0, -0.1, 0.1], [0.0, 0.0, 0.0], [0.0, 0.0, 0.0], [0.0, -0.1, 0.0], [0.0, 0.0, 0.0], [0.0, 0.0, 0.0], [0.0, 0.0, 0.1], [0.0, 0.0, 0.0], [0.0, 0.0, -0.1], [0.0, 0.0, 0.0], [-0.1, 0.0, -0.2], [0.1, 0.0, 0.1], [0.0, 0.0, 0.0], [0.0, 0.0, 0.0], [0.0, 0.0, 0.0], [0.0, 0.0, 0.0], [0.0, 0.0, 0.0], [0.0, -0.1, 0.0], [0.0, 0.0, 0.0], [0.0, 0.0, 0.0], [0.0, 0.0, 0.0], [0.0, 0.0, 0.0], [0.0, 0.0, 0.0], [0.0, 0.0, 0.0], [0.0, 0.0, 0.0], [0.0, 0.0, 0.0], [0.0, 0.0, 0.0], [0.0, 0.0, 0.0], [0.0, 0.0, 0.0], [0.0, 0.0, 0.0], [0.0, 0.0, 0.0], [0.0, 0.0, 0.0], [0.0, 0.0, 0.0], [0.0, 0.0, 0.0], [0.0, 0.0, 0.0], [0.0, 0.0, 0.0], [0.0, 0.0, 0.0], [0.1, 0.0, 0.0], [0.0, 0.0, 0.0], [0.0, 0.0, 0.0], [0.0, 0.0, 0.0], [0.0, 0.0, 0.0]],
  "lowdin_charge": [0.86, 0.82, 0.10, -0.05, 0.00, -0.16, 0.10, 0.16, 0.00, 0.11, -0.18, -0.16, -0.13, -0.58, -0.06, -0.06, -0.06, -0.18, -0.09, -0.05, -0.10, -0.07, -0.26, -0.05, -0.01, -0.05, -0.05, -0.12, -0.69, -0.56, -0.07, 0.14, 0.12, 0.10, 0.14, 0.07, 0.14, 0.12, 0.12, 0.17, 0.13, 0.09, 0.11, 0.12, 0.16, 0.13, 0.16, 0.14, 0.12, 0.13, 0.14, 0.14, 0.12, 0.14, 0.08, 0.17, 0.12, 0.09, 0.12, 0.12]
}